9
Properties=species:S:1:pos:R:3 method="wB97M-V/def2-TZVPD" e_above_lowest_kcal_mol=32.44 e_homo_ev=-8.6948 homo_lumo_gap_ev=8.7 charge=0
C -0.33213 0.49917 -0.52298
C -0.08502 0.37800 0.99578
H 1.53754 -0.76400 -1.20474
H 0.16578 1.35870 -1.13113
H -1.38665 0.36090 -0.90399
H 0.31887 -1.33639 0.52836
O -0.10212 -0.90126 1.42908
S 0.17998 -1.21556 -1.17564
S -0.29624 1.62046 1.98526

=====

17
Properties=species:S:1:pos:R:3 method="wB97M-V/def2-TZVPD" e_above_lowest_kcal_mol=74.59 e_homo_ev=-8.1745 homo_lumo_gap_ev=9.2 smiles="C[C@]12C=C[C@H](C1)C2" charge=0
C 2.01631 -0.05503 0.09590
C 0.49077 0.06489 -0.03274
C -0.36830 -0.81439 0.90379
C -1.52657 -0.40937 -0.01364
C -0.58450 -0.60262 -1.20827
C -1.46088 1.14103 0.09954
C -0.15873 1.41308 0.06877
H 2.56355 0.50554 -0.66804
H 2.31874 0.35581 1.07594
H 2.38796 -1.09028 0.07548
H -0.42195 -0.50187 1.94720
H -0.13464 -1.88533 0.82118
H -2.51886 -0.86198 0.08643
H -0.91784 -0.13333 -2.14543
H 0.21632 -1.29477 -1.25819
H -2.29314 1.82520 0.12407
H 0.39176 2.34342 0.02802

=====

8
Properties=species:S:1:pos:R:3 method="wB97M-V/def2-TZVPD" e_above_lowest_kcal_mol=82.33 e_homo_ev=-10.4211 homo_lumo_gap_ev=9.6 smiles="O=CC=S(=O)=O" charge=0
C -0.95893 -0.54052 0.02450
C 0.36818 0.44346 -0.16238
O -2.06285 -0.09612 0.03328
O 3.10330 0.73492 0.06161
O 2.05911 -1.49898 -0.07657
S 1.92828 -0.09475 0.01486
H -0.52883 -1.50052 0.07569
H 0.26868 1.55961 -0.13736

=====

16
Properties=species:S:1:pos:R:3 method="wB97M-V/def2-TZVPD" e_above_lowest_kcal_mol=44.57 e_homo_ev="-0.0800 / -4.0338" spin_multiplicity=3 homo_lumo_gap_ev="3.0 / 3.9" charge=-1
C -0.56587 -0.55005 -0.19430
C 0.38866 0.25923 -0.58601
C -1.50445 -1.09765 -1.17759
C -0.82843 -1.01015 1.20818
C 1.48849 1.25392 1.10667
O -1.23857 -0.56544 -2.40315
O -2.38833 -1.94206 -0.98092
O 0.77075 0.76627 -1.64328
S 2.48335 2.37466 0.08366
H -1.06546 -0.09321 1.88937
H 0.11375 -1.45506 1.69769
H -1.68298 -1.74460 1.21850
H 0.66738 1.75044 1.62305
H 1.85969 0.46808 1.65255
H -0.28698 -0.25694 -2.29367
H 1.78901 1.84256 -1.20075

=====

7
Properties=species:S:1:pos:R:3 method="wB97M-V/def2-TZVPD" e_above_lowest_kcal_mol=84.99 e_homo_ev="-9.9657 / -9.9646" homo_lumo_gap_ev="8.4 / 8.4" smiles="NS(=O)(=O)I" charge=0
N -0.80549 0.71173 -0.01770
O 0.35368 -0.94139 -1.63072
O 0.39918 -1.71755 1.23551
S 0.40264 -0.51661 -0.30139
I 2.29613 0.80768 0.18664
H -0.96865 0.94693 0.89940
H -1.67749 0.70922 -0.37175

=====

210
Properties=species:S:1:pos:R:3 method="wB97M-V/def2-TZVPD" e_above_lowest_kcal_mol=49.52 e_homo_ev=-9.5311 homo_lumo_gap_ev=9.5 charge=0
C -4.42120 -3.68601 0.02467
O -4.74264 -4.38193 -1.16348
H -4.43047 -4.27341 0.94279
H -3.57340 -3.00409 -0.04124
H -5.25746 -3.01676 0.22684
H -4.33699 -5.24943 -1.09660
C -0.64311 3.53016 -2.46057
O -0.00652 3.08489 -3.65460
H 0.17093 3.66249 -1.74787
H -0.97312 4.55936 -2.60177
H -1.44005 2.90670 -2.05523
H 0.02447 2.13608 -3.51173
C -1.61666 -2.73027 2.18773
O -0.57476 -3.09326 3.16614
H -2.62296 -2.93909 2.55082
H -1.52399 -1.72715 1.77151
H -1.59977 -3.44354 1.36366
H -1.02077 -3.69987 3.76170
C 2.80725 -3.38357 0.55086
O 2.28998 -3.22064 -0.78478
H 3.48716 -4.23380 0.60514
H 3.36498 -2.48518 0.81528
H 2.04017 -3.42408 1.32418
H 3.04527 -3.29084 -1.37318
C 3.63360 0.19767 -1.46596
O 3.96485 1.10484 -0.44658
H 2.66527 0.37976 -1.93209
H 4.14906 0.26286 -2.42417
H 3.68019 -0.83454 -1.11890
H 4.67318 0.70155 0.06059
C 6.01222 0.54265 2.05871
O 5.15968 -0.48116 1.52971
H 7.00310 0.15950 2.30255
H 6.04002 1.37343 1.35364
H 5.56422 0.93490 2.97169
H 4.93924 -0.96101 2.33142
C -0.75924 -4.29498 -1.99494
O 0.02106 -3.36665 -2.73388
H -0.85331 -5.28946 -2.43113
H -0.25592 -4.36786 -1.03085
H -1.72805 -3.89388 -1.69724
H 0.68920 -3.02529 -2.13501
C 4.62538 -1.26523 4.92603
O 4.14593 -2.02444 3.88867
H 5.07509 -1.90643 5.68413
H 5.39330 -0.60920 4.51611
H 3.86719 -0.59098 5.32433
H 3.35587 -2.46770 4.20635
C -0.32366 6.61670 -4.58110
O -0.16700 5.38812 -5.33745
H -1.19621 6.63808 -3.92818
H 0.52885 6.75933 -3.91703
H -0.36846 7.47141 -5.25606
H -0.06625 4.63581 -4.74969
C -5.63602 4.06377 2.18406
O -4.53859 4.27616 1.30371
H -6.07146 5.00220 2.52731
H -6.37101 3.39949 1.72950
H -5.21081 3.49485 3.01090
H -4.36084 3.45756 0.83475
C -2.11223 0.03296 -3.61000
C -0.69027 0.05301 -4.35697
O 0.29658 0.28497 -3.40620
O -2.29064 -1.08083 -2.73253
H -2.86040 0.06430 -4.40206
H -2.20555 1.00452 -3.12475
H -0.63081 0.87260 -5.07309
H -0.57505 -0.92124 -4.83199
H 0.26680 -0.41885 -2.75401
H -2.43716 -1.84583 -3.29369
C -1.67966 4.66673 3.74139
C -1.02157 4.40838 2.35167
O 0.40742 4.58795 2.43332
O -1.24268 3.62832 4.59757
H -2.76540 4.75457 3.70203
H -1.28224 5.57713 4.19010
H -1.29794 5.07727 1.53662
H -1.27145 3.40946 1.99414
H 0.66049 4.10699 3.22467
H -0.38852 3.90386 4.93829
C 2.53697 5.73621 0.37434
C 2.77312 4.21072 0.39581
O 3.78415 3.95836 -0.53526
O 3.67222 6.59048 0.63064
H 1.69471 6.05454 0.98865
H 2.24475 6.01223 -0.63884
H 1.87063 3.67455 0.10230
H 3.16146 3.84380 1.34589
H 3.78454 3.00205 -0.61932
H 4.34175 6.24753 0.03421
C 2.41792 2.49720 4.18356
C 1.61239 1.16281 4.08765
O 1.41022 0.72518 5.45690
O 1.65421 3.61036 4.63822
H 2.68917 2.79170 3.16976
H 3.27428 2.42818 4.85438
H 2.19471 0.40477 3.56384
H 0.66937 1.35086 3.57439
H 1.43116 1.48995 6.03679
H 2.28046 4.27004 4.94522
C 1.62072 -4.47951 5.14857
C 2.88725 -5.04987 5.79446
O 3.22681 -4.38325 6.95880
O 1.90699 -3.36196 4.35018
H 0.90883 -4.26753 5.94629
H 1.23490 -5.22396 4.45214
H 3.73939 -4.96029 5.12072
H 2.72969 -6.11273 5.97772
H 3.13932 -3.45903 6.71435
H 1.09900 -3.19872 3.85813
C -0.01446 -6.60503 1.17026
C 1.13796 -7.08849 0.26242
O 1.77565 -8.22314 0.69194
O -1.06317 -7.55880 1.30847
H -0.24537 -5.62733 0.74730
H 0.36936 -6.42961 2.17524
H 1.81023 -6.24983 0.08128
H 0.77146 -7.27200 -0.74759
H 2.30713 -8.55689 -0.03451
H -0.72980 -8.36719 1.70467
C 3.49918 -2.02466 -5.24165
C 3.12759 -0.52614 -5.55284
O 4.20233 0.11673 -6.16330
O 4.74363 -2.16258 -4.57309
H 3.58343 -2.50797 -6.21500
H 2.77276 -2.59310 -4.66087
H 2.97622 -0.03909 -4.58953
H 2.19349 -0.41258 -6.10298
H 3.95153 1.03169 -6.31004
H 5.38489 -1.60244 -5.01650
C 5.66894 -3.82272 -1.70570
C 6.45145 -2.61740 -1.34667
O 7.78745 -2.97817 -0.92574
O 4.43527 -3.53759 -2.33827
H 5.40230 -4.33207 -0.77964
H 6.16815 -4.53567 -2.36191
H 6.00731 -2.03977 -0.53601
H 6.49930 -1.93124 -2.19225
H 7.76488 -3.20720 0.00627
H 4.66699 -3.07712 -3.14812
C -5.46978 5.63246 -1.45597
C -3.91267 5.53316 -1.79168
O -3.43775 6.65695 -2.41108
O -6.27349 5.92349 -2.56405
H -5.61798 6.48749 -0.79637
H -5.79175 4.70854 -0.97557
H -3.83049 4.68474 -2.47104
H -3.29490 5.28585 -0.92837
H -4.02489 6.84811 -3.14615
H -5.83828 6.52211 -3.17547
C -2.10280 0.13880 5.99856
C -1.96312 0.12897 4.41394
O -2.55722 1.27379 3.75475
O -3.40898 -0.15113 6.43713
H -1.75279 1.10921 6.35056
H -1.42732 -0.63792 6.35708
H -2.48923 -0.75710 4.05871
H -0.90309 0.06043 4.16949
H -2.01411 2.01637 4.02900
H -4.03616 0.56310 6.30251
C 2.97655 3.56967 -5.67388
C 3.65332 3.14935 -4.36566
O 5.01967 3.57425 -4.43053
O 3.41989 2.65920 -6.67026
H 3.28778 4.59279 -5.88476
H 1.89202 3.56457 -5.56488
H 3.52855 2.08147 -4.18637
H 3.14400 3.70296 -3.57687
H 5.47174 2.83071 -4.83597
H 3.38669 3.17403 -7.47986
C -4.55880 1.34432 -1.17148
C -6.08192 1.11264 -0.75406
O -6.23136 0.12976 0.28361
O -3.77314 2.04000 -0.22636
H -4.55347 1.93283 -2.08894
H -4.07925 0.38935 -1.38636
H -6.59419 0.77275 -1.65415
H -6.65488 2.02094 -0.56751
H -5.63050 0.29658 1.01350
H -2.88839 1.66756 -0.23644
C -3.53503 -4.23516 -4.32385
C -3.73169 -4.79598 -5.72662
O -2.48533 -5.33228 -6.26172
O -2.66897 -3.12725 -4.31169
H -3.23650 -5.05807 -3.67439
H -4.46005 -3.87135 -3.87657
H -4.02990 -4.03856 -6.45152
H -4.50583 -5.56328 -5.71900
H -2.47051 -5.27784 -7.22006
H -1.78076 -3.48708 -4.25507
C 0.67784 -0.14533 0.48886
C -0.12501 1.02770 -0.02554
O -1.40350 0.62270 -0.40458
O 0.73730 -0.97601 -0.64268
H 0.15201 -0.68357 1.27746
H 1.67775 0.17500 0.78157
H 0.29247 1.45716 -0.93624
H -0.26003 1.85222 0.67448
H -1.23385 -0.02552 -1.09206
H 1.43514 -1.63059 -0.56430
C -6.30114 -1.25376 4.49180
C -6.15114 0.08219 3.67688
O -4.98463 0.08073 2.87432
O -7.56601 -1.42182 5.06520
H -5.57459 -1.39939 5.29119
H -6.12241 -2.06390 3.78482
H -6.14956 0.92781 4.36464
H -6.96105 0.23478 2.96352
H -4.24418 0.42797 3.37706
H -7.58130 -2.16675 5.67057